Record 1
# C35H33N10O3Pd

C35H33N10O3Pd as an isolated structure in a non-equilibrium geometry (ωB97M-V/def2-TZVPD, the Open Molecules 2025 dataset).

Highest occupied orbital energy (spin up / spin down) = -9.0587 / -9.0566 eV
Frontier orbital gap (spin up / spin down) = 0.2198 / 0.2198 hartree
Charge = +1
Molar mass = 748.14 g mol⁻¹
Strongest force on any atom = 2.1 eV/A

Geometry as XYZ:
```
82
Properties=species:S:1:pos:R:3:lowdin_charge:R:1
Pd 1.510 -1.228 -0.320 0.9047
C -3.302 5.051 -1.699 -0.0691
O -3.005 3.701 -1.428 -0.0972
C -3.883 2.983 -0.657 -0.2116
C -5.081 3.466 -0.164 -0.0184
C -5.876 2.660 0.638 -0.0870
C -5.476 1.376 0.949 -0.0900
C -4.282 0.874 0.450 -0.0251
C -3.479 1.665 -0.356 -0.1606
N -2.233 1.295 -0.879 0.1513
C -1.443 0.209 -0.617 -0.3528
N -2.026 -1.006 -0.670 0.1588
C -1.446 -2.269 -0.492 -0.1932
C -0.108 -2.513 -0.221 -0.1943
C 0.337 -3.818 -0.044 -0.1397
C -0.546 -4.881 -0.138 -0.0885
C -1.882 -4.654 -0.440 -0.0266
C -2.339 -3.361 -0.625 -0.2221
O -3.618 -3.014 -0.963 -0.1037
C -4.547 -4.036 -1.258 -0.0652
N -0.159 0.344 -0.473 0.0638
C 0.460 1.570 -0.248 -0.2304
C 1.606 1.895 -0.976 -0.0485
C 2.205 3.132 -0.830 -0.0961
C 1.678 4.049 0.062 -0.0888
C 0.586 3.717 0.850 -0.0179
C -0.022 2.478 0.723 -0.2271
O -1.079 2.041 1.466 -0.1036
C -1.526 2.835 2.540 -0.0642
H -2.460 5.426 -2.278 0.0972
H -3.393 5.627 -0.775 0.0986
H -4.218 5.148 -2.287 0.0995
H -5.409 4.466 -0.400 0.1069
H -6.808 3.048 1.019 0.1054
H -6.091 0.755 1.582 0.1039
H -3.975 -0.124 0.721 0.1052
H -1.708 2.125 -1.137 0.1371
H -3.006 -1.038 -0.926 0.1358
H 1.389 -4.008 0.177 0.0892
H -0.197 -5.890 0.016 0.1043
H -2.558 -5.490 -0.523 0.1060
H -5.463 -3.519 -1.539 0.0976
H -4.738 -4.664 -0.384 0.0983
H -4.208 -4.653 -2.095 0.1013
H 1.998 1.165 -1.680 0.0676
H 3.075 3.383 -1.418 0.0998
H 2.116 5.030 0.155 0.1033
H 0.207 4.434 1.560 0.1058
H -2.327 2.269 3.009 0.0956
H -1.924 3.793 2.192 0.0975
H -0.728 3.005 3.267 0.0984
C 0.869 -1.112 3.927 -0.0147
C 0.672 -0.970 2.570 -0.0831
N 1.676 -0.939 1.687 0.0132
C 2.962 -1.055 2.151 -0.1227
C 3.240 -1.142 3.542 -0.1354
C 2.168 -1.190 4.431 0.0265
C 4.606 -1.162 3.960 -0.0067
C 5.620 -1.099 3.066 -0.0074
C 5.369 -1.064 1.663 -0.1366
C 6.378 -1.062 0.702 0.0144
C 6.030 -1.070 -0.643 -0.0235
C 4.689 -1.092 -0.999 -0.1153
N 3.699 -1.099 -0.119 0.0321
C 4.017 -1.067 1.216 -0.1305
H 0.020 -1.132 4.590 0.1146
H -0.325 -0.847 2.164 0.1173
H 2.341 -1.283 5.492 0.1250
H 4.812 -1.214 5.019 0.1223
H 6.647 -1.093 3.401 0.1226
H 7.415 -1.065 1.002 0.1243
H 6.788 -1.076 -1.410 0.1117
H 4.403 -1.114 -2.045 0.0875
N 2.815 -0.733 -5.432 0.1445
N 2.016 -1.053 -4.390 -0.2636
N 0.926 -1.771 -4.532 0.1495
C 0.548 -1.974 -3.283 -0.1438
N 1.380 -1.382 -2.422 -0.0643
N 2.316 -0.792 -3.137 0.0820
H 2.307 -0.792 -6.307 0.1164
H 3.315 0.136 -5.290 0.1143
H -0.314 -2.546 -3.007 0.1182
```


Record 2
# C35H33N6O2P2RuS

C35H33N6O2P2RuS as an isolated structure in a non-equilibrium geometry (ωB97M-V/def2-TZVPD, the Open Molecules 2025 dataset).

ΔE to the lowest compared entry with this formula, charge and spin = 84.7 kcal/mol
Highest occupied orbital energy (spin up / spin down) = -10.1622 / -9.9709 eV
Frontier orbital gap (spin up / spin down) = 0.2113 / 0.2131 hartree
Charge = +1
Molar mass = 764.77 g mol⁻¹
Strongest force on any atom = 4.1 eV/A

Geometry as XYZ:
```
80
Properties=species:S:1:pos:R:3:lowdin_charge:R:1
Ru -0.390 -0.255 0.409 1.0210
C 1.728 2.259 2.344 -0.2879
C 2.283 0.878 1.985 -0.3230
P 2.158 0.494 0.179 0.9544
C 2.533 -1.309 0.070 -0.4309
C 2.936 -2.141 1.107 -0.0981
C 3.256 -3.461 0.838 -0.0612
C 3.204 -3.954 -0.456 -0.0858
C 2.835 -3.120 -1.502 -0.1190
C 2.494 -1.809 -1.238 -0.2005
C 3.769 1.125 -0.450 -0.3163
C 4.774 0.245 -0.852 -0.0708
C 5.991 0.728 -1.297 -0.0630
C 6.228 2.089 -1.358 -0.0685
C 5.245 2.970 -0.944 -0.0687
C 4.034 2.491 -0.484 -0.1227
C 0.451 2.556 1.560 -0.3552
P 0.886 2.813 -0.231 1.0290
C 0.637 4.618 -0.400 -0.3591
C 0.971 5.497 0.627 -0.0962
C 0.740 6.851 0.474 -0.0740
C 0.202 7.341 -0.704 -0.0723
C -0.057 6.477 -1.756 -0.0690
C 0.173 5.122 -1.613 -0.1011
C -0.539 2.123 -1.151 -0.4116
C -0.307 1.007 -1.974 -0.1777
C -1.359 0.432 -2.685 -0.0740
C -2.633 0.968 -2.582 -0.0704
C -2.848 2.106 -1.818 -0.0579
C -1.814 2.686 -1.102 -0.0992
H 2.477 3.030 2.137 0.0974
H 1.512 2.293 3.417 0.1150
H 1.686 0.098 2.480 0.0527
H 3.327 0.780 2.302 0.1015
H 3.008 -1.772 2.117 0.0985
H 3.567 -4.102 1.647 0.1108
H 3.462 -4.983 -0.652 0.1082
H 2.816 -3.495 -2.514 0.1119
H 2.215 -1.148 -2.051 0.1068
H 4.629 -0.823 -0.828 0.0949
H 6.753 0.028 -1.599 0.1106
H 7.169 2.461 -1.726 0.1087
H 5.420 4.034 -0.982 0.1094
H 3.288 3.207 -0.159 0.0439
H -0.060 3.438 1.953 0.0893
H -0.238 1.693 1.638 0.0163
H 1.400 5.137 1.552 0.0978
H 0.981 7.527 1.278 0.1077
H -0.010 8.394 -0.806 0.1079
H -0.434 6.860 -2.691 0.1091
H -0.021 4.447 -2.434 0.1076
H 0.718 0.690 -2.160 0.0767
H -1.176 -0.416 -3.325 0.1160
H -3.456 0.513 -3.115 0.1156
H -3.837 2.532 -1.764 0.1174
H -1.996 3.561 -0.494 0.1232
O -2.320 0.888 0.851 -0.2115
N -2.445 -0.203 0.174 -0.1532
C -3.317 -1.159 0.515 -0.2661
C -4.138 -1.039 1.644 -0.1619
N -4.755 -0.869 2.602 0.2057
C -3.416 -2.292 -0.307 -0.2052
N -3.480 -3.214 -0.990 0.1895
S -0.335 -3.546 -0.714 0.8790
C -0.233 -2.047 -0.427 -0.6685
C -2.170 -0.538 6.242 -0.0108
N -1.575 -0.784 4.952 -0.0859
C -0.579 -1.798 4.686 -0.0111
C -0.269 -1.517 3.216 -0.4767
O 0.509 -2.090 2.477 0.0185
N -1.003 -0.451 2.823 0.1165
C -1.783 -0.069 3.841 -0.4042
N -2.612 0.966 3.750 0.2258
H -1.881 -1.336 6.920 0.0995
H -3.259 -0.531 6.169 0.0966
H -1.827 0.415 6.654 0.1014
H -0.982 -2.806 4.829 0.1475
H 0.313 -1.687 5.312 0.1477
H -2.793 1.277 2.798 0.0875
H -3.358 1.064 4.421 0.1146
```


Record 3
# C35H34BF6N6O3

A 7-piece molecular cluster, C35H34BF6N6O3 overall in a non-equilibrium geometry (ωB97M-V/def2-TZVPD, the Open Molecules 2025 dataset).

Highest occupied orbital energy = -5.4664 eV
Frontier orbital gap = 0.2784 hartree
Charge = -1
Molar mass = 711.50 g mol⁻¹
Strongest force on any atom = 5.4 eV/A

Geometry as XYZ:
```
85
Properties=species:S:1:pos:R:3:lowdin_charge:R:1
B -4.097 -2.275 0.000 -0.3714
C -2.595 -1.902 0.602 -0.2783
O -2.059 -2.756 1.365 0.0098
C -1.953 -0.469 0.219 -0.2125
F -2.568 0.145 -0.930 0.0151
F -0.586 -0.739 -0.206 0.0049
C -1.846 0.570 1.431 -0.1674
F -1.112 1.712 0.915 0.0296
F -1.016 0.062 2.498 0.0617
C -3.255 1.153 1.954 -0.1626
F -3.927 1.867 0.905 0.0635
F -2.935 2.177 2.939 0.0373
C -4.189 0.098 2.713 -0.2942
O -3.835 -0.574 3.709 0.1208
O -5.503 -0.157 2.224 0.0691
H -3.984 -3.275 -0.654 0.0106
H -4.833 -2.549 0.894 0.0048
H -4.549 -1.411 -0.682 -0.0195
H -5.557 0.060 1.260 0.1159
N 1.535 3.222 6.024 0.0498
C 1.071 2.100 5.448 -0.1385
C 0.228 2.091 4.349 -0.0455
C -0.163 3.300 3.812 -0.0966
C 0.296 4.478 4.384 -0.0788
C 1.140 4.386 5.481 -0.1641
H 1.402 1.174 5.906 0.0876
H -0.117 1.161 3.921 0.0893
H -0.822 3.327 2.953 0.0888
H 0.008 5.444 3.988 0.1037
H 1.530 5.277 5.962 0.0977
N 4.092 4.969 1.113 0.0486
C 2.992 4.449 1.682 -0.1436
C 1.879 4.032 0.969 -0.0600
C 1.898 4.163 -0.412 -0.0734
C 3.021 4.699 -1.026 -0.0831
C 4.084 5.083 -0.225 -0.1654
H 3.024 4.370 2.764 0.0981
H 1.021 3.617 1.480 0.0762
H 1.045 3.849 -1.004 0.1062
H 3.069 4.816 -2.101 0.0971
H 4.986 5.504 -0.658 0.0965
N -0.019 -3.269 -3.410 0.0707
C 0.076 -2.004 -2.966 -0.1276
C 0.604 -0.963 -3.713 -0.0706
C 1.066 -1.240 -4.992 -0.0962
C 0.981 -2.539 -5.475 -0.0890
C 0.433 -3.510 -4.651 -0.1628
H -0.294 -1.838 -1.962 0.0871
H 0.654 0.039 -3.305 0.0994
H 1.487 -0.452 -5.607 0.0972
H 1.332 -2.791 -6.468 0.0923
H 0.343 -4.539 -4.985 0.0782
N -5.034 0.843 -2.796 0.0837
C -4.021 1.723 -2.767 -0.1455
C -3.688 2.552 -3.827 -0.0750
C -4.442 2.466 -4.989 -0.0972
C -5.494 1.563 -5.047 -0.0887
C -5.748 0.782 -3.931 -0.1489
H -3.460 1.751 -1.841 0.0805
H -2.860 3.246 -3.747 0.0969
H -4.211 3.097 -5.841 0.0979
H -6.103 1.469 -5.938 0.0943
H -6.562 0.064 -3.926 0.1024
N 2.363 -1.556 9.526 0.0496
C 1.916 -0.447 8.915 -0.1465
C 2.742 0.493 8.320 -0.0769
C 4.113 0.280 8.360 -0.0774
C 4.602 -0.857 8.987 -0.0845
C 3.693 -1.739 9.549 -0.1634
H 0.838 -0.324 8.913 0.1045
H 2.326 1.369 7.839 0.0723
H 4.792 0.993 7.907 0.1061
H 5.666 -1.055 9.037 0.0967
H 4.027 -2.644 10.047 0.0975
N 1.361 -6.296 -6.715 0.0580
C 2.476 -6.201 -5.970 -0.1535
C 3.753 -6.112 -6.502 -0.0739
C 3.892 -6.127 -7.882 -0.0882
C 2.758 -6.226 -8.675 -0.0836
C 1.525 -6.306 -8.047 -0.1529
H 2.317 -6.196 -4.896 0.1064
H 4.617 -6.035 -5.853 0.1016
H 4.875 -6.061 -8.336 0.1022
H 2.830 -6.241 -9.755 0.0977
H 0.609 -6.382 -8.625 0.1016
```


Record 4
# C35H34BrCl2IN3O7Ti

C35H34BrCl2IN3O7Ti as an isolated structure in a non-equilibrium geometry (ωB97M-V/def2-TZVPD, the Open Molecules 2025 dataset).

Expectation value of S² = 2.039
ΔE to the lowest compared entry with this formula, charge and spin = 8.4 kcal/mol
Spin multiplicity = 3
Highest occupied orbital energy (spin up / spin down) = -1.8316 / -4.6352 eV
Frontier orbital gap (spin up / spin down) = 0.0995 / 0.2025 hartree
Charge = -1
Molar mass = 934.25 g mol⁻¹
Strongest force on any atom = 1.6 eV/A

Geometry as XYZ:
```
84
Properties=species:S:1:pos:R:3:lowdin_charge:R:1
Ti 0.154 -0.397 0.912 1.1039
Br 1.792 1.471 3.747 0.7694
C 2.225 1.956 1.945 -0.7084
C 3.006 3.076 1.780 -0.1654
C 3.295 3.483 0.444 -0.1152
C 2.741 2.794 -0.593 -0.0421
C 1.925 1.679 -0.335 -0.1771
N 1.709 1.218 0.971 -0.0063
C 1.171 0.972 -1.330 -0.5303
O 1.273 1.139 -2.557 0.0028
O 0.314 0.099 -0.816 -0.1583
H 3.396 3.602 2.637 0.0731
H 3.929 4.345 0.276 0.0924
H 2.897 3.081 -1.624 0.1099
Cl -0.741 -4.351 1.910 0.7003
C -0.869 -3.110 3.131 -0.5913
C -0.437 -3.424 4.405 -0.1225
C -0.503 -2.469 5.408 -0.1074
C -1.004 -1.209 5.112 -0.1024
C -1.436 -0.906 3.836 -0.0647
C -1.355 -1.831 2.778 -0.3364
C -1.694 -1.450 1.408 -0.1760
H -0.046 -4.413 4.604 0.0982
H -0.141 -2.699 6.402 0.0912
H -1.047 -0.452 5.886 0.0973
H -1.797 0.089 3.606 0.1075
H -2.492 -0.712 1.364 0.0610
H -1.909 -2.310 0.779 0.0116
C 0.394 5.750 0.214 -0.0242
C 0.008 5.039 -1.052 -0.1864
C 0.798 5.151 -2.191 -0.0791
C 0.445 4.498 -3.358 -0.6734
Cl 1.466 4.645 -4.756 0.6405
C -0.707 3.738 -3.433 -0.1101
C -1.504 3.632 -2.307 0.0007
C -1.147 4.260 -1.124 -0.2362
O -2.018 4.185 -0.064 -0.0462
C -1.614 3.358 1.013 -0.0731
C -1.608 1.850 0.701 -0.5625
O -2.332 1.397 -0.178 0.0515
O -0.832 1.185 1.479 -0.1489
H 0.994 6.633 -0.009 0.0800
H 0.993 5.093 0.849 0.0692
H -0.494 6.051 0.770 0.0847
H 1.689 5.765 -2.167 0.1123
H -0.970 3.240 -4.356 0.0993
H -2.421 3.060 -2.316 0.1105
H -2.350 3.530 1.801 0.1390
H -0.629 3.630 1.401 0.1188
C -1.605 -2.912 -3.566 -0.0505
C -1.211 -2.389 -2.157 -0.1211
N -1.973 -1.194 -1.872 -0.1520
C -3.387 -1.462 -1.789 -0.1302
C -3.883 -2.048 -3.145 -0.0637
N -2.713 -2.035 -4.080 -0.1010
C -2.228 -0.626 -4.245 -0.0542
C -1.712 -0.161 -2.861 -0.1280
H -1.979 -3.936 -3.542 0.1260
H -0.780 -2.848 -4.274 0.1312
H -0.153 -2.139 -2.090 0.1276
H -1.411 -3.142 -1.393 0.1257
H -3.887 -0.525 -1.548 0.1295
H -3.577 -2.170 -0.982 0.1240
H -4.676 -1.449 -3.592 0.1246
H -4.228 -3.078 -3.049 0.1258
H -3.010 -2.389 -4.984 0.1767
H -3.065 -0.029 -4.608 0.1268
H -1.436 -0.623 -4.995 0.1319
H -2.204 0.748 -2.523 0.1058
H -0.646 0.052 -2.902 0.1012
I 6.266 -6.151 2.843 0.7188
C 4.717 -4.795 2.361 -0.7479
C 4.430 -3.740 3.232 -0.1827
C 3.423 -2.861 2.919 -0.0271
C 2.678 -3.004 1.716 -0.1614
C 2.991 -4.094 0.858 -0.0444
C 3.995 -4.975 1.180 -0.1897
C 1.655 -2.089 1.398 -0.5673
O 0.975 -2.097 0.284 -0.1246
O 1.300 -1.116 2.204 -0.1826
H 4.997 -3.620 4.146 0.0812
H 3.175 -2.040 3.580 0.1095
H 2.413 -4.220 -0.049 0.1027
H 4.227 -5.804 0.523 0.0784
```


Record 5
# C35H34CoN8O

C35H34CoN8O as an isolated structure in a non-equilibrium geometry (ωB97M-V/def2-TZVPD, the Open Molecules 2025 dataset).

Expectation value of S² = 0.760
ΔE to the lowest compared entry with this formula, charge and spin = 28.7 kcal/mol
Spin multiplicity = 2
Highest occupied orbital energy (spin up / spin down) = -13.6144 / -13.6054 eV
Frontier orbital gap (spin up / spin down) = 0.3033 / 0.3190 hartree
Charge = +2
Molar mass = 641.64 g mol⁻¹
Strongest force on any atom = 1.3 eV/A

Geometry as XYZ:
```
79
Properties=species:S:1:pos:R:3:lowdin_charge:R:1
Co -0.099 0.094 0.423 0.6349
C 1.572 -2.315 -0.179 -0.1054
N 0.749 -1.442 -1.013 -0.2076
C -0.355 -2.198 -1.592 -0.1043
C -1.496 -2.327 -0.607 -0.2378
C -2.587 -3.134 -0.894 0.0040
C -3.634 -3.199 0.008 -0.0227
C -3.548 -2.462 1.181 -0.0271
C -2.421 -1.696 1.400 -0.1036
N -1.412 -1.618 0.525 0.0593
C 1.553 -0.717 -2.007 -0.0874
C 1.073 0.702 -2.194 -0.2369
C 1.148 1.332 -3.426 -0.0003
C 0.742 2.652 -3.539 -0.0213
C 0.285 3.311 -2.408 -0.0223
C 0.243 2.616 -1.214 -0.0982
N 0.621 1.340 -1.105 0.0574
C 2.413 -1.481 0.743 -0.2479
C 3.593 -1.951 1.297 0.0166
C 4.305 -1.128 2.155 -0.0090
C 3.828 0.151 2.407 -0.0183
C 2.647 0.545 1.811 -0.1009
N 1.939 -0.261 1.016 0.0501
H 2.198 -2.981 -0.785 0.1479
H 0.910 -2.947 0.420 0.1413
H -0.034 -3.194 -1.922 0.1461
H -0.717 -1.683 -2.480 0.1240
H -2.606 -3.702 -1.816 0.1292
H -4.499 -3.817 -0.190 0.1235
H -4.337 -2.483 1.919 0.1185
H -2.316 -1.125 2.311 0.1045
H 1.576 -1.245 -2.964 0.1404
H 2.580 -0.662 -1.640 0.1420
H 1.525 0.793 -4.286 0.1270
H 0.783 3.156 -4.495 0.1241
H -0.038 4.342 -2.446 0.1194
H -0.111 3.092 -0.309 0.1211
H 3.953 -2.943 1.056 0.1314
H 5.222 -1.473 2.612 0.1277
H 4.363 0.828 3.057 0.1223
H 2.249 1.541 1.965 0.1252
C -5.990 1.900 -2.353 0.0280
N -4.576 1.608 -2.189 -0.0541
N -3.939 1.651 -0.966 0.0724
C -2.688 1.080 -1.099 -0.3707
O -1.891 1.042 -0.127 -0.0697
C -2.593 0.662 -2.445 0.0650
C -3.775 0.993 -3.072 -0.2406
C -4.219 0.734 -4.466 0.0113
C -4.278 2.627 0.019 -0.2016
C -4.518 3.943 -0.368 -0.0146
C -4.811 4.894 0.595 -0.0534
C -4.844 4.538 1.936 -0.0611
C -4.597 3.225 2.312 -0.0665
C -4.315 2.261 1.355 -0.0197
H -6.393 2.277 -1.419 0.0979
H -6.531 0.994 -2.628 0.1053
H -6.136 2.649 -3.129 0.1061
H -1.722 0.245 -2.915 0.0989
H -3.398 0.334 -5.054 0.0920
H -4.572 1.652 -4.937 0.0982
H -5.036 0.010 -4.485 0.0997
H -4.472 4.218 -1.414 0.1224
H -5.008 5.915 0.298 0.1169
H -5.064 5.283 2.688 0.1152
H -4.642 2.951 3.357 0.1115
H -4.135 1.230 1.629 0.1144
N 1.228 -1.738 6.442 0.2009
C 0.724 -0.995 5.727 -0.1624
C 0.125 -0.073 4.809 -0.1804
C -0.457 1.120 5.235 0.0301
C -1.013 1.953 4.280 -0.0102
C -0.964 1.580 2.947 -0.0901
N -0.384 0.446 2.536 0.0044
C 0.139 -0.366 3.451 -0.0821
H -0.472 1.383 6.284 0.1385
H -1.473 2.889 4.564 0.1216
H -1.411 2.193 2.172 0.1069
H 0.586 -1.290 3.102 0.1329
```


> Which of these has the highest strongest force on any atom?

C35H34BF6N6O3


> strongest force on any atom of number 2 (C35H33N6O2P2RuS)?

4.1 eV/A